DFT (ωB97M-V with the def2-TZVPD basis set) results for one molecule with the formula C4H4Cl2O.

Positions of all 11 atoms, in Å:
C (-0.779, 0.859, -0.446)
C (-1.890, 0.291, -0.010)
C (1.720, -0.417, 0.491)
C (0.665, -0.339, -0.467)
O (1.880, 0.169, -0.744)
Cl (-3.337, 1.185, 0.176)
Cl (-2.116, -1.294, 0.608)
H (-0.302, 1.831, -0.708)
H (1.674, 0.237, 1.360)
H (2.322, -1.263, 0.686)
H (0.164, -1.260, -0.946)

Calculated values
net charge = 0
HOMO-LUMO gap (alpha / beta) = 6.485 / 7.447 eV
energy above the lowest of the compared OMol25 structures with the same formula, charge and spin = 75.2 kcal/mol
LUMO energy (alpha / beta) = 0.026 / -0.096 Eh
<S²> = 2.011
spin multiplicity = 3
max |F| = 12.9 eV/Å
HOMO (alpha / beta) = -5.766 / -10.068 eV

---

DFT (ωB97M-V with the def2-TZVPD basis set) results for HgI2 as an isolated structure.

Positions of all 3 atoms, in Å:
Hg (18.953, -18.690, 14.876)
I (17.805, -20.908, 13.775)
I (20.196, -16.294, 15.381)

Calculated values
net charge = 0
HOMO-LUMO gap = 8.064 eV
energy above the lowest of the compared OMol25 structures with the same formula, charge and spin = 0.0 kcal/mol
LUMO energy = -0.065 Eh
max |F| = 1.5 eV/Å
HOMO = -9.829 eV

---

DFT (ωB97M-V with the def2-TZVPD basis set) results for C56H131N8O10Y as an isolated structure.

Positions of all 206 atoms, in Å:
Y (-3.506, -3.161, 0.256)
C (-0.791, 0.434, 0.225)
C (-0.400, -1.083, 0.228)
C (0.753, -1.260, 1.184)
O (-1.527, -1.887, 0.408)
H (-1.703, 0.617, -0.336)
H (0.067, 0.964, -0.189)
H (-0.906, 0.743, 1.267)
H (-0.010, -1.210, -0.792)
H (0.910, -2.292, 1.511)
H (0.644, -0.703, 2.121)
H (1.674, -0.915, 0.713)
C (-0.954, -5.122, 1.017)
O (-2.145, -4.570, 1.630)
H (-0.100, -4.989, 1.677)
H (-1.093, -6.190, 0.848)
H (-0.684, -4.661, 0.066)
H (-1.926, -4.713, 2.590)
C (2.324, -4.723, -0.446)
C (3.546, -4.034, -1.023)
C (3.604, -2.527, -0.756)
O (4.762, -1.968, -1.313)
C (4.985, -0.605, -1.075)
N (4.758, -4.695, -0.459)
H (1.380, -4.255, -0.737)
H (2.359, -4.748, 0.648)
H (2.339, -5.770, -0.746)
H (3.565, -4.201, -2.101)
H (3.538, -2.308, 0.319)
H (2.728, -2.042, -1.215)
H (6.063, -0.415, -1.089)
H (4.674, -0.290, -0.075)
H (4.595, -0.018, -1.913)
H (5.186, -4.089, 0.236)
H (5.424, -4.644, -1.227)
C (-3.589, 0.302, -3.062)
C (-4.456, -0.767, -2.369)
C (-5.350, -1.441, -3.392)
O (-6.066, -2.483, -2.752)
C (-6.982, -3.124, -3.606)
N (-3.528, -1.692, -1.637)
H (-3.059, -0.166, -3.894)
H (-2.910, 0.815, -2.379)
H (-4.187, 1.114, -3.483)
H (-4.976, -0.202, -1.595)
H (-4.669, -1.880, -4.132)
H (-6.005, -0.714, -3.868)
H (-7.515, -2.446, -4.286)
H (-7.832, -3.548, -3.070)
H (-6.529, -3.890, -4.238)
H (-3.170, -2.314, -2.365)
H (-2.701, -1.153, -1.375)
C (-2.954, -2.272, 3.821)
C (-4.357, -2.392, 3.231)
C (-4.849, -1.170, 2.469)
O (-4.065, -0.995, 1.290)
C (-4.147, 0.351, 0.844)
N (-4.513, -3.653, 2.456)
H (-2.889, -1.358, 4.413)
H (-2.153, -2.249, 3.083)
H (-2.827, -3.109, 4.502)
H (-5.020, -2.476, 4.099)
H (-4.779, -0.363, 3.202)
H (-5.915, -1.249, 2.224)
H (-3.697, 1.143, 1.444)
H (-5.185, 0.672, 0.707)
H (-3.701, 0.437, -0.141)
H (-5.480, -3.917, 2.656)
H (-4.046, -4.404, 2.995)
C (-1.998, -7.392, 4.173)
C (-2.467, -6.309, 5.134)
C (-1.337, -5.285, 5.332)
O (-0.946, -4.731, 4.080)
C (0.019, -3.686, 4.245)
N (-3.698, -5.677, 4.594)
H (-1.022, -7.719, 4.533)
H (-1.863, -7.010, 3.158)
H (-2.665, -8.242, 4.031)
H (-2.627, -6.736, 6.127)
H (-0.484, -5.785, 5.796)
H (-1.659, -4.524, 6.052)
H (0.990, -4.154, 4.417)
H (-0.184, -3.003, 5.074)
H (0.015, -3.080, 3.343)
H (-4.031, -5.069, 5.347)
H (-4.432, -6.383, 4.565)
C (-2.479, 3.653, -1.073)
C (-3.465, 4.542, -0.281)
C (-3.078, 6.000, -0.473)
C (-3.553, 6.566, -1.813)
C (-5.064, 6.423, -1.930)
C (-5.498, 4.944, -1.822)
N (-4.890, 4.321, -0.634)
O (-5.277, 2.974, -0.491)
C (-7.002, 4.960, -1.529)
C (-5.209, 4.141, -3.130)
C (-3.273, 4.158, 1.196)
H (-2.548, 3.728, -2.160)
H (-2.654, 2.583, -0.916)
H (-1.437, 3.837, -0.805)
H (-3.341, 6.647, 0.365)
H (-1.993, 6.104, -0.574)
H (-3.057, 6.090, -2.663)
H (-3.298, 7.623, -1.922)
H (-5.393, 6.836, -2.884)
H (-5.511, 6.994, -1.114)
H (-7.507, 4.000, -1.675)
H (-7.208, 5.168, -0.476)
H (-7.532, 5.695, -2.135)
H (-5.692, 4.633, -3.971)
H (-4.139, 3.999, -3.269)
H (-5.579, 3.118, -3.035)
H (-2.335, 4.577, 1.563)
H (-3.186, 3.072, 1.284)
H (-4.073, 4.477, 1.865)
H (-5.932, 3.020, 0.215)
C (2.048, 1.109, -6.819)
C (1.341, -0.205, -7.159)
C (2.339, -1.345, -7.425)
C (3.080, -1.795, -6.160)
C (2.017, -2.265, -5.164)
C (0.904, -1.257, -4.800)
N (0.457, -0.650, -6.048)
O (-0.535, 0.343, -5.831)
C (-0.245, -2.046, -4.196)
C (1.535, -0.303, -3.771)
C (0.531, -0.091, -8.443)
H (2.746, 1.276, -7.647)
H (2.698, 1.017, -5.951)
H (1.415, 1.988, -6.739)
H (1.852, -2.198, -7.901)
H (3.077, -0.993, -8.151)
H (3.617, -0.928, -5.764)
H (3.832, -2.562, -6.336)
H (2.617, -2.459, -4.269)
H (1.600, -3.193, -5.562)
H (-1.106, -1.397, -4.015)
H (-0.546, -2.859, -4.859)
H (0.019, -2.474, -3.224)
H (0.897, 0.560, -3.560)
H (1.714, -0.805, -2.818)
H (2.480, 0.102, -4.130)
H (1.175, 0.059, -9.313)
H (-0.214, 0.702, -8.371)
H (0.015, -1.004, -8.751)
H (-1.346, -0.052, -6.170)
C (6.812, -1.361, 4.065)
C (5.893, -0.526, 3.159)
C (4.893, -1.500, 2.471)
C (3.765, -1.967, 3.368)
C (3.087, -0.850, 4.173)
C (4.054, 0.155, 4.820)
N (5.104, 0.489, 3.857)
O (5.951, 1.488, 4.409)
C (3.277, 1.410, 5.222)
C (4.601, -0.489, 6.099)
C (6.766, 0.136, 2.076)
H (7.292, -0.706, 4.792)
H (7.535, -1.885, 3.439)
H (6.274, -2.114, 4.642)
H (4.419, -0.960, 1.644)
H (5.542, -2.302, 2.120)
H (4.144, -2.720, 4.071)
H (3.016, -2.526, 2.797)
H (2.226, -1.120, 4.785)
H (2.573, -0.265, 3.389)
H (2.661, 1.248, 6.105)
H (3.941, 2.239, 5.471)
H (2.660, 1.787, 4.403)
H (5.429, 0.053, 6.561)
H (3.892, -0.491, 6.940)
H (4.770, -1.567, 6.053)
H (7.612, 0.661, 2.515)
H (6.194, 0.799, 1.428)
H (7.127, -0.644, 1.402)
H (5.937, 2.163, 3.720)
C (1.494, 5.858, -0.662)
C (2.125, 5.532, 0.714)
C (1.053, 5.104, 1.744)
C (0.722, 3.621, 1.636)
C (1.953, 2.726, 1.672)
C (2.925, 3.117, 0.552)
N (3.210, 4.543, 0.569)
O (4.169, 4.954, -0.374)
C (4.251, 2.421, 0.957)
C (2.535, 2.457, -0.791)
C (2.780, 6.785, 1.317)
H (2.195, 6.325, -1.353)
H (0.623, 6.516, -0.683)
H (1.209, 4.892, -1.089)
H (1.269, 5.350, 2.782)
H (0.142, 5.617, 1.430)
H (0.170, 3.429, 0.708)
H (0.081, 3.308, 2.467)
H (1.767, 1.652, 1.673)
H (2.409, 2.941, 2.643)
H (4.102, 1.348, 1.093)
H (5.068, 2.586, 0.252)
H (4.622, 2.777, 1.922)
H (1.585, 2.780, -1.222)
H (3.323, 2.532, -1.540)
H (2.434, 1.380, -0.611)
H (3.461, 6.481, 2.116)
H (2.011, 7.474, 1.665)
H (3.457, 7.302, 0.633)
H (4.948, 5.113, 0.174)

Calculated values
net charge = +2
HOMO-LUMO gap = 4.676 eV
LUMO energy = -0.240 Eh
max |F| = 5.0 eV/Å
HOMO = -11.200 eV